Entry 1:
Molecular formula: C21H30N3O2
Method: DFT, ωB97M-V/def2-TZVPD

Structure (XYZ):
```
56
Properties=species:S:1:pos:R:3
C -3.33 -1.38 -1.34
C -3.39 -2.38 -0.19
H -3.51 -1.84 0.75
H -4.26 -3.02 -0.32
C -2.14 -3.27 -0.12
C -0.87 -2.54 0.22
C -0.77 -1.74 1.35
C 0.42 -1.13 1.69
C 1.59 -1.36 0.95
C 1.49 -2.13 -0.20
C 0.28 -2.70 -0.55
H 0.24 -3.32 -1.44
H 2.35 -2.32 -0.82
O 2.71 -0.80 1.48
C 3.98 -0.99 0.90
C 4.51 0.25 0.15
O 4.69 1.35 1.01
H 5.29 1.11 1.72
H 5.48 -0.04 -0.29
C 3.62 0.69 -1.02
N 2.23 0.90 -0.67
C 1.37 1.08 -1.82
C -0.07 0.82 -1.38
N -0.28 1.28 0.02
H 0.00 0.49 0.67
C -1.69 1.56 0.35
N -2.11 0.92 1.41
C -3.36 1.09 1.80
C -4.24 1.93 1.13
C -3.77 2.62 0.03
C -2.46 2.44 -0.39
H -2.08 2.98 -1.24
H -4.42 3.30 -0.51
H -5.25 2.05 1.47
H -3.66 0.54 2.68
C 0.59 2.44 0.32
C 2.05 2.00 0.28
H 2.68 2.86 0.03
H 2.37 1.63 1.26
H 0.38 3.22 -0.42
H 0.34 2.83 1.31
H -0.77 1.33 -2.04
H -0.28 -0.25 -1.40
H 1.47 2.09 -2.26
H 1.63 0.36 -2.59
H 4.07 1.60 -1.44
H 3.65 -0.10 -1.78
H 4.00 -1.86 0.23
H 4.66 -1.20 1.74
H 0.50 -0.56 2.61
H -1.63 -1.61 1.99
H -2.31 -4.03 0.65
H -2.02 -3.79 -1.07
H -3.19 -1.90 -2.29
H -4.26 -0.82 -1.40
H -2.51 -0.68 -1.20
```

SMILES string = CCCc1ccc(OC[C@H](O)CN2CC[NH+](c3ccccn3)CC2)cc1
Kohn-Sham gap = 8.703 eV
Multiplicity = 1
ΔE to the lowest compared entry with this formula, charge and spin = 33.75 kJ/mol
Total charge = +1
HOMO = -11.112 eV

=====

Entry 2:
Molecular formula: C4H7NO
Method: DFT, ωB97M-V/def2-TZVPD

Structure (XYZ):
```
13
Properties=species:S:1:pos:R:3
O -2.13 -0.68 0.68
C -1.33 0.05 -0.24
C -0.22 0.91 0.42
N 0.76 0.01 -0.21
C 2.05 -0.04 -0.01
C -0.20 -0.66 -0.90
H -1.57 -1.39 1.02
H -2.03 0.59 -0.88
H -0.14 0.90 1.51
H -0.16 1.93 0.04
H 2.42 0.43 0.89
H 2.62 -0.78 -0.55
H -0.07 -1.26 -1.78
```

Kohn-Sham gap = 8.072 eV
Multiplicity = 1
ΔE to the lowest compared entry with this formula, charge and spin = 364.34 kJ/mol
HOMO = -7.122 eV

=====

Entry 3:
Molecular formula: C21H15Br2N2O4S4SbW
Method: DFT, ωB97M-V/def2-TZVPD

Structure (XYZ):
```
50
Properties=species:S:1:pos:R:3
W 0.47 -0.89 0.66
C 3.60 1.12 -0.26
O 2.75 1.57 0.78
C 1.47 1.99 0.38
C 1.52 2.99 -0.77
C 1.21 4.26 -0.58
Br 1.11 5.51 -1.99
C 0.74 4.73 0.79
C -0.70 4.25 0.93
C -0.62 3.01 1.41
O -1.59 2.10 1.64
C -1.87 4.95 0.44
N -2.06 6.24 0.51
C -3.29 6.46 -0.08
C -3.98 7.65 -0.28
C -5.21 7.58 -0.91
C -5.75 6.36 -1.34
C -5.08 5.17 -1.14
C -3.85 5.24 -0.51
N -2.93 4.28 -0.13
H 3.11 0.39 -0.90
H 4.45 0.65 0.23
H 3.96 1.96 -0.87
H 1.75 2.59 -1.75
H 0.91 5.78 0.98
H -2.45 2.53 1.55
H -3.56 8.59 0.05
H -5.77 8.49 -1.09
H -6.71 6.36 -1.84
H -5.50 4.22 -1.47
H -2.85 3.37 -0.57
S -1.61 -1.77 1.19
Sb -1.27 -3.33 -0.68
S 0.34 -1.74 -1.54
S 1.98 -2.07 1.53
S -3.00 -2.69 -2.21
Br 3.71 2.01 6.10
C 2.38 1.44 4.87
C 1.73 0.23 5.08
C 0.78 -0.17 4.18
C 0.47 0.61 3.07
C 1.13 1.83 2.87
C 2.10 2.24 3.78
C 0.84 2.67 1.66
O 1.43 3.95 1.76
O 0.68 0.91 -0.01
H 1.98 -0.37 5.94
H 0.25 -1.11 4.32
H -0.37 0.32 2.44
H 2.61 3.18 3.62
```

Kohn-Sham gap (spin up / spin down) = 6.990 / 5.580 eV
Multiplicity = 3
ΔE to the lowest compared entry with this formula, charge and spin = 131.64 kJ/mol
HOMO (spin up / spin down) = -8.099 / -8.428 eV

=====

Entry 4:
Molecular formula: C3H7NO2
Method: DFT, ωB97M-V/def2-TZVPD

Structure (XYZ):
```
13
Properties=species:S:1:pos:R:3
O 0.09 -1.36 -1.64
C 0.43 -1.02 -0.54
O 1.00 -1.87 0.33
C 0.30 0.43 -0.04
C -0.94 1.07 -0.61
N 0.31 0.58 1.41
H 0.73 -2.78 0.13
H 1.19 0.92 -0.44
H -1.11 0.94 -1.68
H -1.83 0.77 -0.07
H -0.89 2.13 -0.38
H 1.17 0.16 1.75
H -0.46 0.04 1.79
```

SMILES string = C[C@@H](N)C(=O)O
Kohn-Sham gap = 10.163 eV
Multiplicity = 1
ΔE to the lowest compared entry with this formula, charge and spin = 59.18 kJ/mol
HOMO = -9.526 eV

=====

Entry 5:
Molecular formula: C5H9O3Pt
Method: DFT, ωB97M-V/def2-TZVPD

Structure (XYZ):
```
18
Properties=species:S:1:pos:R:3
O 1.12 -0.38 -0.42
Pt 2.63 1.45 -1.77
O 1.33 1.78 -0.52
C 0.60 0.82 -0.20
C 0.25 -1.50 -0.69
C 1.09 -2.74 -0.86
H -0.45 -1.60 0.16
H -0.33 -1.28 -1.60
H 1.65 -2.97 0.06
H 0.43 -3.59 -1.08
H 1.80 -2.62 -1.69
O -0.15 0.83 0.91
C -1.28 1.69 0.76
C -1.82 2.10 2.02
H -0.73 2.37 -0.12
H -1.44 1.68 2.96
H -2.71 2.73 2.04
H -2.00 1.24 0.05
```

Kohn-Sham gap (spin up / spin down) = 5.485 / 7.445 eV
Multiplicity = 4
ΔE to the lowest compared entry with this formula, charge and spin = 0.00 kJ/mol
HOMO (spin up / spin down) = -5.727 / -8.124 eV

=====

Entry 6:
Molecular formula: C33H54ClF7IN3O7PS
Method: DFT, ωB97M-V/def2-TZVPD

Structure (XYZ):
```
108
Properties=species:S:1:pos:R:3
C 7.40 -0.72 1.22
C 6.06 -0.30 1.01
C 5.67 1.24 0.85
O 6.59 2.07 1.07
O 4.37 1.70 0.53
C 3.98 1.35 -0.83
C 3.28 2.53 -1.64
C 1.87 3.00 -0.99
C 0.74 1.90 -1.29
C -0.45 2.37 -2.25
C -1.88 2.59 -1.61
N -2.59 1.46 -0.91
C -2.84 0.26 -1.81
C -4.40 0.03 -2.13
I -5.24 1.71 -3.34
C -5.38 -0.14 -0.89
C -6.00 -1.64 -0.70
C -1.90 -1.01 -1.63
S -2.79 -2.68 -1.94
C -0.88 -1.09 -2.93
N -0.42 -2.51 -3.23
C 1.04 -2.48 -3.62
C -1.19 -1.20 -0.21
Cl 0.60 -1.35 -0.46
C -1.74 -0.24 1.01
N -2.99 -1.02 1.28
C -3.82 -1.12 2.41
C -4.71 0.06 3.04
C -0.84 -0.41 2.29
F -1.41 0.10 3.52
F -0.92 -1.85 2.54
C 0.69 -0.17 2.50
F 1.48 0.58 1.63
F 1.43 -1.43 2.51
C 1.15 0.37 3.98
F 0.90 -0.55 5.00
F 0.80 1.69 4.25
F 2.58 0.40 3.87
C -2.31 1.19 0.56
P -1.72 2.82 1.44
C -2.51 2.93 3.19
O -0.06 2.85 1.77
H 7.65 -1.82 1.41
H 8.28 0.00 1.23
H 5.27 -1.14 1.00
H 3.35 0.40 -0.83
H 4.96 1.11 -1.40
H 3.17 2.15 -2.72
H 4.01 3.42 -1.70
H 2.06 3.15 0.12
H 1.59 3.97 -1.52
H 1.27 1.04 -1.83
H 0.26 1.44 -0.37
H -0.59 1.71 -3.19
H -0.12 3.39 -2.68
H -2.55 2.80 -2.54
H -1.92 3.61 -1.13
H -3.56 1.87 -0.91
H -2.53 0.68 -2.85
H -4.61 -0.82 -2.86
H -4.99 0.16 0.13
H -6.32 0.52 -1.07
H -6.57 -1.99 -1.62
H -5.20 -2.35 -0.32
H -6.78 -1.52 0.14
H -3.40 -2.59 -3.20
H -0.04 -0.34 -2.92
H -1.50 -0.84 -3.88
H -0.88 -2.84 -4.10
H 1.73 -2.67 -2.74
H 1.21 -3.33 -4.37
H 1.35 -1.51 -4.14
H -1.43 -2.28 0.13
H -3.41 -1.46 0.47
H -3.29 -1.58 3.34
H -4.62 -1.95 2.19
H -5.64 -0.40 3.55
H -5.10 0.83 2.30
H -4.11 0.52 3.90
H -3.37 1.25 1.04
H -1.82 2.55 4.01
H -3.58 2.54 3.22
H -2.59 4.07 3.37
H 0.35 3.64 1.34
O 6.00 6.15 6.57
C 5.88 5.38 5.66
O 6.67 4.28 5.48
C 6.33 3.64 4.25
C 4.92 4.10 3.94
C 4.89 5.49 4.53
H 7.04 3.96 3.48
H 6.39 2.56 4.36
H 4.68 4.07 2.88
H 4.20 3.46 4.47
H 5.24 6.24 3.82
H 3.90 5.75 4.91
O -0.13 -6.38 -6.62
C -0.58 -6.54 -5.52
O -0.88 -5.52 -4.67
C -1.30 -6.05 -3.40
C -1.76 -7.46 -3.70
C -0.86 -7.86 -4.85
H -0.44 -6.03 -2.72
H -2.10 -5.44 -2.99
H -1.69 -8.13 -2.84
H -2.80 -7.45 -4.04
H 0.09 -8.29 -4.51
H -1.36 -8.55 -5.54
```

Kohn-Sham gap = 8.058 eV
Multiplicity = 1
ΔE to the lowest compared entry with this formula, charge and spin = 673.26 kJ/mol
Total charge = +1
HOMO = -11.168 eV

=====

Entry 7:
Molecular formula: C19H18ClIN2O2Ru
Method: DFT, ωB97M-V/def2-TZVPD

Structure (XYZ):
```
44
Properties=species:S:1:pos:R:3
C 1.83 -1.27 3.40
C 0.89 -0.17 3.86
H 1.29 -2.21 3.21
H 2.64 -1.47 4.14
H 2.34 -0.95 2.47
H 0.01 -0.08 3.22
H 0.56 -0.30 4.90
H 1.40 0.79 3.82
C -0.09 -2.16 -2.05
C -0.69 -2.72 -3.17
C -1.88 -2.17 -3.63
C -2.44 -1.10 -2.93
H 0.91 -2.39 -1.69
H -0.20 -3.56 -3.66
H -2.36 -2.56 -4.52
H -3.33 -0.57 -3.26
N -0.70 -1.25 -1.28
C -1.84 -0.66 -1.73
C -2.22 0.50 -0.94
N -1.39 0.69 0.12
C -1.47 1.81 0.86
C -3.31 2.60 -0.51
C -2.41 2.79 0.54
H -0.75 1.87 1.68
H -2.41 3.70 1.14
C -3.24 1.43 -1.25
H -3.92 1.17 -2.06
H -4.04 3.37 -0.77
Ru 0.38 -0.55 0.35
I 2.46 -2.04 0.33
Cl 6.04 4.49 -3.53
C 4.72 3.69 -2.78
C 3.42 4.20 -2.93
C 2.35 3.49 -2.37
C 2.59 2.30 -1.66
C 3.89 1.82 -1.48
C 4.97 2.48 -2.08
C 1.43 1.44 -1.28
O 0.59 1.07 -2.12
O 1.41 1.09 0.00
H 3.25 5.11 -3.51
H 1.33 3.84 -2.51
H 4.07 0.90 -0.92
H 5.96 2.04 -2.05
```

Kohn-Sham gap (spin up / spin down) = 7.022 / 3.721 eV
Multiplicity = 5
ΔE to the lowest compared entry with this formula, charge and spin = 0.00 kJ/mol
Total charge = +2
HOMO (spin up / spin down) = -14.398 / -14.267 eV

=====

Entry 8:
Molecular formula: C4H7NO
Method: DFT, ωB97M-V/def2-TZVPD

Structure (XYZ):
```
13
Properties=species:S:1:pos:R:3
C -0.60 -1.34 -1.74
C -0.14 -0.68 -0.47
O -0.48 -1.35 0.66
N 0.52 0.40 -0.51
C 0.19 1.74 1.50
C 0.95 1.02 0.68
H -0.13 -2.32 -1.86
H -1.69 -1.48 -1.76
H -0.30 -0.69 -2.56
H -0.89 1.84 1.35
H 0.62 2.31 2.31
H -0.14 -0.82 1.41
H 2.02 0.90 0.87
```

SMILES string = C=C/N=C(/C)O
Kohn-Sham gap = 10.092 eV
Multiplicity = 1
ΔE to the lowest compared entry with this formula, charge and spin = 122.20 kJ/mol
HOMO = -9.156 eV

=====

Entry 9:
Molecular formula: C34H74NO12S
Method: DFT, ωB97M-V/def2-TZVPD

Structure (XYZ):
```
122
Properties=species:S:1:pos:R:3
C 7.61 1.71 2.99
O 7.42 1.45 1.61
C 8.14 2.35 0.79
C 8.05 1.93 -0.68
C 6.74 1.23 -1.05
C 6.75 -0.28 -0.72
C 5.56 -0.72 0.15
C 4.32 -1.13 -0.67
C 3.56 -2.28 -0.01
C 2.20 -2.54 -0.68
C 1.05 -1.82 0.05
C -0.03 -2.79 0.56
C -1.16 -2.04 1.28
C -2.40 -1.76 0.41
C -3.68 -1.94 1.22
C -3.70 -0.84 2.29
C -5.11 -0.75 2.90
C -6.00 -0.08 1.85
C -5.78 1.45 1.86
C -6.97 2.24 1.26
C -6.55 3.43 0.38
S -5.74 2.90 -1.12
O -6.14 1.55 -1.41
O -5.91 3.89 -2.12
O -4.19 2.79 -0.74
N -5.69 -0.60 0.47
C -5.02 -1.94 0.45
C -5.01 -2.46 -1.01
O -5.12 -1.47 -2.01
O -3.86 -0.80 -2.14
H 7.72 2.77 3.18
H 6.73 1.32 3.51
H 8.49 1.18 3.35
H 9.19 2.34 1.09
H 7.73 3.36 0.90
H 8.18 2.85 -1.26
H 8.89 1.29 -0.95
H 5.92 1.72 -0.53
H 6.59 1.33 -2.13
H 6.78 -0.87 -1.64
H 7.65 -0.47 -0.14
H 5.27 0.11 0.79
H 5.84 -1.55 0.79
H 3.64 -0.28 -0.75
H 4.60 -1.43 -1.68
H 4.19 -3.17 -0.03
H 3.42 -2.01 1.04
H 1.99 -3.61 -0.67
H 2.26 -2.17 -1.70
H 0.55 -1.09 -0.58
H 1.42 -1.31 0.94
H -0.43 -3.37 -0.28
H 0.43 -3.49 1.26
H -0.77 -1.12 1.71
H -1.47 -2.65 2.14
H -2.34 -2.42 -0.45
H -2.36 -0.73 0.04
H -3.62 -2.90 1.74
H -3.45 0.10 1.80
H -2.96 -1.06 3.05
H -5.42 -1.77 3.11
H -5.11 -0.17 3.81
H -7.05 -0.24 2.10
H -4.86 1.68 1.31
H -5.59 1.76 2.89
H -7.54 1.56 0.63
H -7.60 2.60 2.07
H -5.92 4.15 0.90
H -7.44 3.96 0.03
H -3.94 3.52 -0.16
H -5.17 0.08 -0.07
H -6.57 -0.72 -0.03
H -5.69 -2.60 0.99
H -4.16 -3.11 -1.19
H -5.91 -3.05 -1.17
H -4.06 0.13 -1.96
C -2.02 2.17 4.13
O -0.69 1.90 3.79
C 0.08 3.04 3.44
C 1.47 3.01 4.04
O 1.54 3.14 5.45
C 1.08 2.08 6.27
C 1.92 0.82 6.24
O 1.82 0.14 5.00
C 3.04 -0.32 4.47
H -2.65 2.22 3.23
H -2.38 1.35 4.76
H -2.13 3.10 4.70
H -0.42 3.96 3.75
H 0.20 3.06 2.35
H 2.00 3.88 3.65
H 2.02 2.13 3.70
H 0.03 1.86 6.09
H 1.15 2.48 7.29
H 1.55 0.16 7.03
H 2.96 1.07 6.46
H 3.84 0.41 4.62
H 2.91 -0.47 3.40
H 3.34 -1.28 4.92
C -1.52 -1.63 -3.59
O -0.45 -1.92 -4.46
C -0.64 -3.07 -5.28
C -0.25 -2.82 -6.72
O -1.09 -1.93 -7.44
C -1.08 -0.55 -7.13
C 0.18 0.20 -7.50
O 1.28 -0.17 -6.68
C 2.49 -0.38 -7.38
H -1.44 -2.22 -2.67
H -1.45 -0.58 -3.33
H -2.49 -1.81 -4.05
H -1.68 -3.40 -5.24
H -0.01 -3.88 -4.90
H -0.36 -3.78 -7.24
H 0.80 -2.54 -6.80
H -1.35 -0.37 -6.09
H -1.88 -0.13 -7.75
H -0.01 1.27 -7.36
H 0.41 0.03 -8.56
H 2.32 -0.90 -8.32
H 3.13 -1.00 -6.75
H 3.01 0.56 -7.57
```

Kohn-Sham gap = 7.917 eV
Multiplicity = 1
Total charge = +1
HOMO = -10.449 eV

=====

Entry 10:
Molecular formula: C4H11NO3
Method: DFT, ωB97M-V/def2-TZVPD

Structure (XYZ):
```
19
Properties=species:S:1:pos:R:3
C -0.69 -0.61 1.35
C -1.10 -1.54 0.20
O -2.47 -1.31 -0.14
C -0.27 0.72 0.69
N 1.01 1.13 1.03
C 1.34 2.49 1.39
O -0.96 1.32 -0.09
H -1.49 -0.41 2.06
H 0.06 -1.06 2.01
H -1.13 -2.63 0.27
H -0.44 -1.37 -0.66
H -2.58 -0.42 -0.48
H 1.56 0.46 1.52
H 1.84 3.04 0.57
H 0.43 3.11 1.42
H 1.93 2.54 2.29
H 2.11 -1.21 -4.12
H 2.72 -1.40 -2.78
O 2.47 -1.90 -3.54
```

SMILES string = CNC(=O)CCO.O
Kohn-Sham gap = 10.381 eV
Multiplicity = 1
ΔE to the lowest compared entry with this formula, charge and spin = 159.45 kJ/mol
HOMO = -9.843 eV

=====

Entry 11:
Molecular formula: C4H3NS
Method: DFT, ωB97M-V/def2-TZVPD

Structure (XYZ):
```
9
Properties=species:S:1:pos:R:3
C -1.57 0.52 0.05
C -0.12 0.51 -0.07
C 0.60 -0.62 -0.02
C 2.02 -0.52 0.02
H -2.01 1.49 0.18
H 0.31 1.48 -0.17
H 0.19 -1.62 0.03
N 3.18 -0.47 0.00
S -2.60 -0.76 -0.02
```

SMILES string = N#C/C=C/C=S
Kohn-Sham gap = 7.557 eV
Multiplicity = 1
ΔE to the lowest compared entry with this formula, charge and spin = 13.26 kJ/mol
HOMO = -9.420 eV

=====

Entry 12:
Molecular formula: C5H10N2O2
Method: DFT, ωB97M-V/def2-TZVPD

Structure (XYZ):
```
19
Properties=species:S:1:pos:R:3
C 1.05 0.25 0.52
C -1.23 -1.99 -1.02
C 2.07 1.19 -0.09
C 0.87 -1.02 -0.18
C -0.62 0.75 0.39
N -1.19 1.00 1.62
O -0.59 -1.30 0.05
N -1.04 1.26 -0.70
O 1.49 -1.56 -1.05
H 1.19 0.07 1.59
H -2.19 1.12 1.59
H -0.89 0.39 2.37
H -1.70 2.02 -0.52
H -1.18 -1.38 -1.93
H -2.27 -2.16 -0.74
H -0.76 -2.97 -1.17
H 2.27 2.02 0.60
H 1.71 1.62 -1.03
H 3.02 0.69 -0.30
```

SMILES string = [H]/N=C(\N)[C@H](C)C(=O)OC
Kohn-Sham gap = 9.551 eV
Multiplicity = 1
ΔE to the lowest compared entry with this formula, charge and spin = 263.19 kJ/mol
HOMO = -8.781 eV